## i
C3H3NO2S | wB97M-V/def2-TZVPD

XYZ file:
```
10
Properties=species:S:1:pos:R:3
O -2.59 -0.45 -0.36
C -1.40 -0.15 -0.06
C -0.12 -0.96 0.16
C 1.04 -0.01 -0.13
S 2.68 -0.15 -0.29
N 0.45 1.28 0.21
O -1.01 1.28 -0.31
H -0.25 -1.97 -0.52
H 0.05 -1.02 1.38
H 1.16 2.14 -0.08
```

E_LUMO in eV: -0.77
Spin multiplicity: 1
Highest occupied orbital energy in eV: -9.508

=====

## ii
C3H3NO2S | wB97M-V/def2-TZVPD

XYZ file:
```
10
Properties=species:S:1:pos:R:3
C 0.70 -0.16 1.21
C -1.15 -0.77 -0.15
C 1.53 0.09 0.06
N -1.87 1.95 0.07
O -1.21 -1.71 -0.85
O -0.49 -0.57 1.04
S -2.44 0.67 -0.37
H 0.97 0.78 -0.54
H 1.38 -0.72 -0.66
H 2.59 0.45 0.20
```

E_LUMO in eV: -1.65
Spin multiplicity: 1
Highest occupied orbital energy in eV: -8.247

=====

## iii
C3H3NO2S | wB97M-V/def2-TZVPD

XYZ file:
```
10
Properties=species:S:1:pos:R:3
C -1.57 -0.05 0.01
C -0.31 -0.42 0.03
C 1.94 0.12 -0.33
N 2.15 0.46 0.86
O -3.92 0.04 -0.88
O 0.68 -0.01 -0.85
S -3.02 0.65 0.15
H 1.33 0.70 1.40
H 0.09 -1.31 0.76
H 2.63 -0.19 -1.16
```

E_LUMO (spin up / spin down) in eV: -0.79 / -0.79
Spin multiplicity: 1
Highest occupied orbital energy (spin up / spin down) in eV: -9.844 / -9.845

=====

Relative energies with respect to the most stable structure, expressed in kJ/mol: i 0.0; ii 253.0; iii 26.0.

=====

## i
C3H3NO2S | wB97M-V/def2-TZVPD

XYZ file:
```
10
Properties=species:S:1:pos:R:3
C 2.19 0.31 -0.19
N 0.92 0.16 -0.08
S 0.32 -1.36 -0.06
C -1.46 -0.93 0.01
O -2.37 -1.70 -0.17
C -1.64 0.56 0.29
O -2.49 1.14 -0.37
H 2.90 -0.51 -0.41
H 2.59 1.29 0.00
H -0.96 1.04 0.97
```

E_LUMO in eV: -0.42
Spin multiplicity: 1
Highest occupied orbital energy in eV: -9.641

=====

## ii
C3H3NO2S | wB97M-V/def2-TZVPD

XYZ file:
```
10
Properties=species:S:1:pos:R:3
C -1.32 1.98 -0.45
C 0.70 -1.12 0.10
C -0.30 -1.81 0.59
N -0.41 1.36 0.10
O -2.33 2.37 -0.95
O 2.41 0.61 -0.61
S 2.05 -0.80 -0.66
H -0.13 -2.34 1.53
H -1.17 -1.97 0.17
H 0.51 1.71 0.17
```

E_LUMO in eV: -0.05
Spin multiplicity: 1
Highest occupied orbital energy in eV: -9.597

=====

Relative energies with respect to the most stable structure, expressed in kJ/mol: i 0.0; ii 88.5.

=====

## i
C3H15NO4 | wB97M-V/def2-TZVPD

XYZ file:
```
23
Properties=species:S:1:pos:R:3
C -1.11 1.77 -1.09
C -0.39 1.85 0.24
N 0.92 1.21 0.35
C -1.34 1.13 1.24
O -1.25 1.59 2.56
H -0.61 2.36 -1.86
H -1.10 0.74 -1.51
H -2.17 2.07 -1.10
H -0.34 2.93 0.53
H 1.54 1.34 -0.43
H 0.77 0.27 0.69
H -2.43 1.15 0.94
H -1.19 0.03 1.29
H -0.30 1.49 2.78
O 2.34 -2.67 -2.49
H 1.50 -2.68 -2.04
H 2.77 -1.82 -2.59
O 1.68 -1.57 1.76
H 1.73 -1.75 2.70
H 2.44 -1.98 1.34
O -1.46 -1.93 -2.08
H -0.59 -2.02 -1.68
H -1.96 -2.70 -1.80
```

E_LUMO in eV: 0.14
Spin multiplicity: 1
Highest occupied orbital energy in eV: -9.087

=====

## ii
C3H15NO4 | wB97M-V/def2-TZVPD

XYZ file:
```
23
Properties=species:S:1:pos:R:3
C 2.12 -1.51 0.05
C 1.31 -0.16 -0.26
C 1.89 1.12 -0.10
N 0.26 -0.46 -1.25
H 1.69 -2.24 -0.64
H 1.96 -1.82 1.12
H 3.16 -1.48 -0.27
H 2.02 1.72 -1.01
H 2.55 1.62 0.60
H -0.66 -0.71 -0.88
H 0.22 0.40 -1.86
H -2.70 2.22 -1.92
H -2.36 1.03 -0.92
O -2.24 1.37 -1.84
H -1.68 -2.74 0.58
H -1.75 -1.17 0.70
O -1.15 -1.96 0.75
H -0.79 1.24 1.33
H -2.67 0.96 1.31
O -2.36 0.33 0.63
H 0.46 -0.09 0.55
H 0.76 1.33 1.44
O -0.04 0.99 1.90
```

E_LUMO in eV: -3.25
Spin multiplicity: 1
Highest occupied orbital energy in eV: -8.512

=====

Relative energies with respect to the most stable structure, expressed in kJ/mol: i 0.0; ii 505.0.

=====

## i
CH3NO4 | wB97M-V/def2-TZVPD

XYZ file:
```
9
Properties=species:S:1:pos:R:3
C -1.28 -0.02 -0.03
N 0.07 0.16 -0.46
O 0.75 -1.05 -0.10
O 2.06 -0.63 -0.34
O 2.17 0.60 0.37
O 0.84 1.07 0.34
H -1.18 -0.54 0.96
H -1.78 0.98 0.05
H -1.64 -0.56 -0.79
```

E_LUMO in eV: 0.97
Spin multiplicity: 1
Highest occupied orbital energy in eV: -9.613

=====

## ii
CH3NO4 | wB97M-V/def2-TZVPD

XYZ file:
```
9
Properties=species:S:1:pos:R:3
O 2.79 0.42 0.00
N 1.72 0.09 0.45
O 0.78 -0.29 -0.61
C -0.57 0.07 -0.43
O -0.76 1.20 0.34
O -1.23 -0.94 0.26
H -1.02 0.36 -1.50
H -0.96 0.89 1.19
H -0.76 -1.80 0.30
```

E_LUMO in eV: -0.60
Spin multiplicity: 1
Highest occupied orbital energy in eV: -10.706

=====

Relative energies with respect to the most stable structure, expressed in kJ/mol: i 753.2; ii 0.0.

=====

## i
C4H3N | wB97M-V/def2-TZVPD

XYZ file:
```
8
Properties=species:S:1:pos:R:3
C 2.04 0.56 0.06
C 0.96 0.06 -0.09
C -0.36 -0.57 -0.17
C -1.55 0.23 -0.27
N -2.55 0.76 0.01
H 3.00 1.02 0.21
H -1.18 -0.48 0.86
H -0.37 -1.58 -0.61
```

E_LUMO in eV: 0.57
Spin multiplicity: 1
Highest occupied orbital energy in eV: -9.756

=====

## ii
C4H3N | wB97M-V/def2-TZVPD

XYZ file:
```
8
Properties=species:S:1:pos:R:3
C 0.75 -1.01 -0.38
C -0.51 -0.34 -0.14
C -1.33 0.52 0.09
C -1.40 1.87 0.37
N -1.20 2.99 0.59
H 0.68 -2.06 -0.65
H 1.35 -0.89 0.53
H 1.24 -0.45 -1.19
```

E_LUMO in eV: 0.48
Spin multiplicity: 1
Highest occupied orbital energy in eV: -10.458

=====

Relative energies with respect to the most stable structure, expressed in kJ/mol: i 187.7; ii 0.0.

=====

## i
C2H7N2S2 | wB97M-V/def2-TZVPD

XYZ file:
```
13
Properties=species:S:1:pos:R:3
N -0.81 1.22 0.97
C -0.30 0.91 -0.30
N -0.63 -0.61 -0.41
C 0.69 -1.46 -0.24
S 1.92 -0.45 0.57
S 1.60 1.10 -0.64
H -0.10 1.03 1.71
H -1.02 2.18 0.99
H -0.52 1.62 -1.12
H -1.25 -0.75 -1.17
H -1.09 -0.84 0.44
H 0.48 -2.39 0.40
H 1.03 -1.56 -1.21
```

E_LUMO in eV: -3.47
Spin multiplicity: 1
Highest occupied orbital energy in eV: -13.284
Total charge: +1

=====

## ii
C2H7N2S2 | wB97M-V/def2-TZVPD

XYZ file:
```
13
Properties=species:S:1:pos:R:3
C -0.65 0.07 -0.94
C -0.27 -0.54 0.21
N -1.70 0.84 -1.03
N 0.68 -1.62 0.02
S 2.76 1.97 0.72
S 0.89 1.52 0.73
H -0.03 -0.25 -1.84
H -0.69 -0.34 1.15
H -1.80 1.34 -1.89
H -2.21 1.18 -0.25
H 1.00 -2.12 0.78
H 3.51 1.46 1.91
H 1.08 -1.61 -0.81
```

E_LUMO (spin up / spin down) in eV: -5.62 / -5.79
Spin multiplicity: 1
Highest occupied orbital energy (spin up / spin down) in eV: -12.682 / -12.499
Total charge: +1

=====

Relative energies with respect to the most stable structure, expressed in kJ/mol: i 0.0; ii 119.0.

=====

## i
CH2FIO | wB97M-V/def2-TZVPD

XYZ file:
```
6
Properties=species:S:1:pos:R:3
O -0.48 -0.39 -0.47
C 0.41 0.56 0.26
F 0.28 1.76 -0.33
I 2.46 -0.09 -0.06
H -0.11 -0.67 -1.31
H 0.17 0.63 1.31
```

E_LUMO in eV: 0.15
Spin multiplicity: 1
Highest occupied orbital energy in eV: -10.033

=====

## ii
CH2FIO | wB97M-V/def2-TZVPD

XYZ file:
```
6
Properties=species:S:1:pos:R:3
C -0.46 -0.26 0.36
O 0.81 0.14 0.26
F -1.43 0.63 0.83
I -0.72 -2.08 1.55
H -1.14 -0.66 -0.94
H 1.20 0.61 1.11
```

E_LUMO in eV: 0.17
Spin multiplicity: 1
Highest occupied orbital energy in eV: -9.685

=====

Relative energies with respect to the most stable structure, expressed in kJ/mol: i 0.0; ii 159.7.

=====

## i
C3H7N2 | wB97M-V/def2-TZVPD

XYZ file:
```
12
Properties=species:S:1:pos:R:3
C 1.21 0.41 -0.85
C -1.33 0.64 0.02
C -0.46 -0.24 0.82
N 0.59 1.44 -0.95
N 0.65 -0.77 -0.04
H 2.18 0.18 -1.29
H -1.74 1.53 0.45
H -1.80 0.26 -0.88
H -1.01 -1.09 1.24
H 0.00 0.32 1.64
H 0.31 -1.48 -0.69
H 1.40 -1.20 0.53
```

E_LUMO (spin up / spin down) in eV: -5.44 / -5.44
Spin multiplicity: 1
Highest occupied orbital energy (spin up / spin down) in eV: -14.587 / -14.587
Total charge: +1

=====

## ii
C3H7N2 | wB97M-V/def2-TZVPD

XYZ file:
```
12
Properties=species:S:1:pos:R:3
N -1.40 -0.87 2.18
C -0.36 -0.32 1.04
C 0.06 0.11 -0.28
C -0.12 0.63 -1.60
N 1.18 0.66 -1.00
H -2.05 -1.46 1.63
H -0.86 -1.60 2.74
H 0.69 -0.43 1.54
H -0.15 -0.16 -2.33
H -0.57 1.66 -1.85
H 2.10 0.09 -1.28
H 1.50 1.67 -0.79
```

E_LUMO in eV: -3.97
Spin multiplicity: 1
Highest occupied orbital energy in eV: -14.139
Total charge: +1

=====

## iii
C3H7N2 | wB97M-V/def2-TZVPD

XYZ file:
```
12
Properties=species:S:1:pos:R:3
N -1.12 0.78 -0.08
C -0.60 -0.65 -0.11
C 0.85 -0.58 0.50
C 1.83 -0.14 -0.45
N 1.47 0.74 0.29
H -0.37 1.37 -0.07
H -1.76 1.08 -0.79
H -1.35 1.12 0.86
H -0.49 -0.94 -1.13
H -1.16 -1.30 0.49
H 0.98 -1.00 1.44
H 2.31 -0.31 -1.36
```

E_LUMO in eV: -3.66
Spin multiplicity: 1
Highest occupied orbital energy in eV: -15.054
Total charge: +1

=====

Relative energies with respect to the most stable structure, expressed in kJ/mol: i 45.5; ii 195.0; iii 0.0.

=====

## i
CH4NO3P | wB97M-V/def2-TZVPD

XYZ file:
```
10
Properties=species:S:1:pos:R:3
C 1.08 0.73 1.26
N -1.03 -0.40 -1.56
O 2.36 -0.94 -1.47
O 1.34 -0.68 1.12
O 1.39 1.18 0.03
P 1.39 -0.39 -0.55
H 0.04 0.89 1.48
H 1.74 1.11 1.97
H -0.51 -0.32 -2.47
H -1.25 -1.35 -1.64
```

E_LUMO (spin up / spin down) in eV: -1.08 / -1.39
Spin multiplicity: 1
Highest occupied orbital energy (spin up / spin down) in eV: -9.635 / -10.544

=====

## ii
CH4NO3P | wB97M-V/def2-TZVPD

XYZ file:
```
10
Properties=species:S:1:pos:R:3
C -1.00 1.22 0.07
N 0.46 -1.69 -0.09
O 2.33 0.33 0.26
O -0.22 0.72 1.10
O -0.22 0.74 -1.06
P 0.78 0.02 0.00
H -1.99 0.79 -0.06
H -1.25 2.23 0.18
H 1.28 -2.14 0.22
H -0.18 -2.23 -0.61
```

E_LUMO in eV: 0.69
Spin multiplicity: 1
Highest occupied orbital energy in eV: -10.468

=====

Relative energies with respect to the most stable structure, expressed in kJ/mol: i 280.9; ii 0.0.

=====

## i
C2H3NO2S2 | wB97M-V/def2-TZVPD

XYZ file:
```
10
Properties=species:S:1:pos:R:3
O -0.58 -1.22 1.77
C 0.28 -1.37 0.94
S 1.90 -1.03 0.74
N 0.69 -1.97 -0.27
O 0.23 -1.21 -1.35
H -0.73 -1.10 -1.46
C -0.35 1.95 0.02
S -1.45 2.13 -1.11
H -0.65 1.90 1.05
H 0.65 1.92 -0.33
```

E_LUMO in eV: -0.63
Spin multiplicity: 1
Highest occupied orbital energy in eV: -8.988

=====

## ii
C2H3NO2S2 | wB97M-V/def2-TZVPD

XYZ file:
```
10
Properties=species:S:1:pos:R:3
O -0.35 0.78 2.28
C -0.28 0.74 1.07
O -0.24 1.78 0.25
C -0.15 -0.51 0.24
S -0.18 -1.96 0.97
N 0.09 -0.23 -1.05
S 0.41 -1.50 -2.14
H -0.23 2.55 0.81
H 0.27 0.75 -1.28
H 0.66 -2.40 -1.15
```

E_LUMO in eV: -0.45
Spin multiplicity: 1
Highest occupied orbital energy in eV: -8.908

=====

## iii
C2H3NO2S2 | wB97M-V/def2-TZVPD

XYZ file:
```
10
Properties=species:S:1:pos:R:3
C -1.69 0.10 -0.01
C -0.26 0.27 -0.17
S 0.22 1.88 -0.20
N 0.59 -0.70 -0.11
S 2.16 -0.33 -0.08
O 2.49 0.15 1.24
O 2.96 -1.33 -0.67
H -2.05 -0.16 1.00
H -2.10 -0.80 -0.67
H -2.33 0.93 -0.32
```

E_LUMO (spin up / spin down) in eV: -3.19 / -2.23
Spin multiplicity: 1
Highest occupied orbital energy (spin up / spin down) in eV: -9.295 / -10.379

=====

Relative energies with respect to the most stable structure, expressed in kJ/mol: i 414.8; ii 0.0; iii 272.4.

=====

## i
C17H28N2O3S | wB97M-V/def2-TZVPD

XYZ file:
```
51
Properties=species:S:1:pos:R:3
C -5.01 -3.66 -1.30
C -5.52 -3.04 -0.01
C -4.45 -2.25 0.75
C -4.01 -0.98 0.02
C -3.04 -0.15 0.86
C -2.60 1.12 0.13
C -1.66 1.97 0.99
C -1.34 3.33 0.39
C -0.70 3.29 -1.00
C 0.61 2.53 -1.02
S 1.76 3.27 0.18
O 1.67 2.59 1.44
O 1.64 4.70 0.15
N 3.27 2.98 -0.54
N 4.05 1.90 -0.45
C 3.61 0.79 0.00
C 4.48 -0.37 0.05
C 5.79 -0.33 -0.43
C 6.60 -1.44 -0.37
C 6.11 -2.63 0.18
O 6.94 -3.71 0.22
C 4.81 -2.69 0.66
C 4.00 -1.57 0.59
H -4.14 -4.28 -1.11
H -4.73 -2.89 -2.02
H -5.78 -4.28 -1.76
H -5.88 -3.84 0.64
H -6.36 -2.39 -0.22
H -3.58 -2.89 0.92
H -4.85 -1.97 1.72
H -3.52 -1.25 -0.92
H -4.89 -0.38 -0.22
H -3.53 0.12 1.80
H -2.16 -0.75 1.10
H -3.49 1.72 -0.12
H -2.11 0.84 -0.80
H -0.74 1.42 1.18
H -2.13 2.14 1.96
H -0.66 3.86 1.06
H -2.26 3.92 0.31
H -1.38 2.86 -1.73
H -0.49 4.32 -1.31
H 1.11 2.59 -1.99
H 0.49 1.49 -0.73
H 3.79 3.83 -0.73
H 2.60 0.66 0.38
H 6.15 0.59 -0.84
H 7.61 -1.42 -0.73
H 6.49 -4.46 0.63
H 4.43 -3.61 1.08
H 2.99 -1.62 0.97
```

E_LUMO in eV: 0.62
Spin multiplicity: 1
Highest occupied orbital energy in eV: -8.121

=====

## ii
C17H28N2O3S | wB97M-V/def2-TZVPD

XYZ file:
```
51
Properties=species:S:1:pos:R:3
C -9.28 -1.03 1.70
C -8.50 -0.49 0.51
C -7.18 0.15 0.94
C -6.39 0.70 -0.24
C -5.07 1.34 0.19
C -4.28 1.87 -1.00
C -3.04 2.67 -0.60
C -2.01 1.90 0.22
C -1.45 0.69 -0.53
C -0.33 0.01 0.23
S 0.18 -1.42 -0.77
O 0.66 -0.96 -2.03
O -0.86 -2.40 -0.74
N 1.44 -2.12 0.12
N 2.65 -1.64 0.38
C 3.11 -0.61 -0.22
C 4.44 -0.11 0.08
C 4.93 1.00 -0.60
C 6.19 1.49 -0.33
C 6.99 0.89 0.63
O 8.23 1.34 0.93
C 6.50 -0.22 1.33
C 5.25 -0.71 1.05
H -8.70 -1.79 2.22
H -10.22 -1.48 1.37
H -9.51 -0.23 2.40
H -9.10 0.26 -0.02
H -8.29 -1.30 -0.19
H -6.58 -0.60 1.47
H -7.39 0.96 1.65
H -6.17 -0.12 -0.94
H -6.99 1.44 -0.77
H -5.29 2.16 0.88
H -4.48 0.60 0.73
H -4.93 2.53 -1.58
H -3.99 1.04 -1.64
H -3.36 3.54 -0.01
H -2.56 3.05 -1.51
H -2.45 1.57 1.16
H -1.18 2.57 0.46
H -2.23 -0.05 -0.70
H -1.06 1.00 -1.50
H -0.66 -0.39 1.19
H 0.54 0.64 0.37
H 1.17 -2.91 0.68
H 2.55 -0.08 -0.99
H 4.32 1.47 -1.36
H 6.57 2.35 -0.87
H 8.45 2.10 0.38
H 7.13 -0.68 2.07
H 4.86 -1.57 1.58
```

E_LUMO in eV: 0.68
Spin multiplicity: 1
Highest occupied orbital energy in eV: -8.148

=====

Relative energies with respect to the most stable structure, expressed in kJ/mol: i 8.2; ii 0.0.

=====

## i
C17H19N3O3 | wB97M-V/def2-TZVPD

XYZ file:
```
42
Properties=species:S:1:pos:R:3
C -2.06 2.94 4.28
H -1.46 3.81 4.48
O -1.69 1.93 3.52
C -1.21 2.32 2.14
C -1.45 3.67 1.42
C -0.81 3.80 0.19
C -0.11 2.81 -0.56
C -0.27 1.44 0.02
C -0.65 1.18 1.31
C -0.39 -0.04 2.02
O 0.38 -0.48 3.03
N -1.16 -1.25 1.38
H -1.73 -0.75 0.50
C -1.06 -2.50 2.05
H -2.06 -2.98 1.53
H -0.97 -2.38 3.03
C 0.27 -3.06 1.55
C 0.44 -3.29 0.06
O -0.16 -4.30 -0.44
N 1.01 -2.25 -0.41
C 1.02 -1.91 -1.87
N 1.65 -0.75 -1.95
C 1.74 -0.26 -3.12
C 1.72 -1.05 -4.27
C 0.88 -2.45 -4.12
C 0.85 -2.74 -2.78
H 0.59 -3.62 -2.76
H 0.92 -3.06 -4.87
H 1.87 -0.61 -5.34
C 2.21 1.31 -3.30
H 3.03 1.22 -3.81
H 1.31 1.81 -3.98
H 2.27 1.68 -2.29
H 1.17 -1.36 0.07
H 1.09 -2.67 1.97
H 0.12 -4.36 2.17
H 0.14 0.70 -0.55
H 0.25 2.94 -1.38
H -1.00 4.70 -0.14
H -1.67 4.16 2.14
H -2.20 2.53 5.23
H -2.79 3.21 3.84
```

E_LUMO in eV: -0.15
Spin multiplicity: 1
Highest occupied orbital energy in eV: -8.838

=====

## ii
C17H19N3O3 | wB97M-V/def2-TZVPD

XYZ file:
```
42
Properties=species:S:1:pos:R:3
C -6.03 -1.60 -0.03
C -4.51 -1.52 -0.07
O -4.15 -0.16 0.05
C -2.83 0.13 0.10
C -1.64 -0.60 0.02
C -1.26 -1.94 -0.18
C 0.07 -2.24 -0.21
C 1.07 -1.25 -0.04
C 2.49 -1.72 -0.11
O 2.84 -2.67 -0.78
N 3.35 -1.02 0.67
C 4.78 -1.26 0.65
C 5.54 -0.04 0.26
C 6.22 0.88 1.01
C 6.69 1.86 0.11
C 6.26 1.47 -1.12
O 5.56 0.33 -1.04
C 0.74 0.07 0.14
C -0.63 0.41 0.17
N -1.17 1.61 0.33
N -2.48 1.42 0.29
C -3.39 2.53 0.40
C -3.91 2.96 -0.97
H -6.34 -2.64 -0.13
H -6.40 -1.20 0.90
H -6.45 -1.03 -0.85
H -4.07 -2.09 0.76
H -4.13 -1.92 -1.02
H -2.00 -2.72 -0.32
H 0.40 -3.25 -0.37
H 3.02 -0.24 1.22
H 5.12 -1.60 1.63
H 4.94 -2.06 -0.09
H 6.37 0.85 2.07
H 7.27 2.73 0.35
H 6.38 1.91 -2.09
H 1.47 0.85 0.23
H -4.23 2.23 1.04
H -2.84 3.34 0.88
H -3.08 3.23 -1.61
H -4.46 2.14 -1.43
H -4.57 3.81 -0.86
```

E_LUMO in eV: 0.62
Spin multiplicity: 1
Highest occupied orbital energy in eV: -7.680

=====

Relative energies with respect to the most stable structure, expressed in kJ/mol: i 1337.7; ii 0.0.